Here is 5 unconnected molecules or ions with the total composition C30H65Br2F3N4O3S from the OMol25 dataset. Energies are from ωB97M-V/def2-TZVPD.

Geometry as ORCA input:
```
! wB97M-V def2-TZVPD RIJCOSX def2/J DEFGRID3
* xyz 0 1
C -3.670 -0.341 0.498
C -3.076 0.094 1.463
O -2.206 0.578 2.400
S -1.664 2.078 1.746
O -2.220 3.085 2.638
O -0.029 1.912 1.928
C 0.636 3.102 2.392
C 0.719 4.257 1.339
C 1.825 4.086 0.263
F 1.492 2.957 -0.487
Br 3.632 3.834 1.054
C 1.951 5.296 -0.774
F 3.000 6.111 -0.369
F 2.339 4.791 -1.986
Br 0.396 6.470 -0.887
H -3.978 -0.645 -0.514
H 0.184 3.541 3.321
H 1.663 2.779 2.709
H 0.902 5.233 1.867
H -0.289 4.362 0.867
C -3.370 -3.261 8.340
C -2.673 -3.244 6.986
N -3.500 -2.723 5.910
C -2.943 -2.965 4.586
C -1.615 -2.287 4.237
C -4.057 -1.394 6.118
C -3.082 -0.241 6.370
H -4.314 -3.809 8.291
H -2.734 -3.754 9.078
H -3.573 -2.253 8.709
H -2.408 -4.279 6.749
H -1.727 -2.693 7.083
H -3.686 -2.695 3.829
H -2.808 -4.047 4.472
H -1.747 -1.225 4.036
H -1.208 -2.733 3.325
H -0.866 -2.408 5.021
H -4.749 -1.443 6.965
H -4.696 -1.136 5.267
H -2.296 -0.505 7.080
H -3.624 0.611 6.789
H -2.615 0.105 5.448
C -2.193 3.245 -6.704
C -2.126 3.077 -5.192
N -1.608 1.785 -4.771
C -1.805 1.519 -3.352
C -1.078 2.421 -2.352
C -0.301 1.417 -5.299
C 0.875 2.355 -5.009
H -2.769 2.440 -7.166
H -2.681 4.190 -6.950
H -1.200 3.266 -7.158
H -3.148 3.181 -4.812
H -1.549 3.910 -4.769
H -1.543 0.478 -3.142
H -2.879 1.584 -3.145
H -0.017 2.184 -2.295
H -1.493 2.261 -1.353
H -1.192 3.481 -2.587
H -0.389 1.311 -6.384
H -0.044 0.412 -4.952
H 0.619 3.406 -5.157
H 1.701 2.124 -5.687
H 1.255 2.229 -3.996
C -6.178 -3.792 -4.430
C -4.956 -3.002 -4.877
N -3.869 -3.011 -3.910
C -2.825 -2.038 -4.207
C -2.021 -2.225 -5.496
C -3.398 -4.325 -3.491
C -2.886 -5.279 -4.573
H -6.537 -3.448 -3.457
H -6.988 -3.660 -5.152
H -5.973 -4.863 -4.366
H -5.279 -1.966 -5.024
H -4.636 -3.371 -5.860
H -2.131 -1.987 -3.362
H -3.293 -1.047 -4.245
H -1.298 -3.036 -5.406
H -1.452 -1.315 -5.703
H -2.658 -2.415 -6.360
H -4.213 -4.825 -2.959
H -2.620 -4.201 -2.732
H -3.533 -5.302 -5.452
H -2.845 -6.296 -4.174
H -1.876 -5.024 -4.893
C 5.144 0.094 2.245
C 6.380 0.890 1.848
N 7.443 0.855 2.840
C 8.495 1.832 2.590
C 9.331 1.673 1.316
C 7.901 -0.469 3.238
C 8.437 -1.399 2.146
H 4.762 0.416 3.216
H 4.354 0.246 1.506
H 5.344 -0.979 2.288
H 6.061 1.929 1.718
H 6.723 0.542 0.864
H 9.169 1.860 3.453
H 8.030 2.824 2.566
H 10.049 0.858 1.404
H 9.907 2.586 1.145
H 8.714 1.506 0.433
H 7.073 -0.980 3.739
H 8.661 -0.365 4.018
H 7.811 -1.399 1.252
H 8.467 -2.425 2.521
H 9.455 -1.140 1.856
*
```

E_HOMO   -7.946 eV
LUMO   -0.11 eV
DFT total energy   -7472.3998 hartree